Entry 1:
Formula: C7H6FIS
Source: the OMol25 dataset
Level of theory: ωB97M-V with the def2-TZVPD basis set

Values from the calculation:
SMILES: Fc1ccc(C2(I)CC2)s1
Lowest unoccupied orbital energy (hartree): 0.0124
Orbital gap (eV): 8.94

Structure (XYZ):
```
16
Properties=species:S:1:pos:R:3:forces:R:3
I 0.502 -2.750 1.162 -0.2 0.1 0.2
S 1.167 1.486 0.421 0.2 0.5 0.6
F 2.638 2.773 -1.382 0.1 0.2 0.4
C 0.837 -0.261 -1.382 -1.2 3.1 2.9
C -0.424 -0.875 0.893 1.1 2.1 -2.2
C -1.287 -0.212 1.927 0.8 -0.1 -1.4
C 1.550 0.776 -2.028 0.1 -1.8 1.2
C 1.916 1.685 -1.097 0.0 0.8 -1.2
C -1.897 -0.759 0.696 -0.7 1.1 -0.7
C 0.394 0.063 -0.100 0.4 -2.1 0.5
H 0.348 -1.032 -1.794 -1.1 -3.0 -2.0
H -2.361 -0.058 -0.041 0.9 -0.7 0.6
H -1.283 0.818 1.995 0.5 2.1 0.1
H -1.432 -0.666 2.837 -0.4 -1.3 1.8
H -2.492 -1.572 0.927 -1.0 -1.8 -0.1
H 1.823 0.585 -3.033 0.6 0.8 -0.8
```
Positions in Å, forces in eV/Å.

---

Entry 2:
Formula: C7H6I3N5
Source: the OMol25 dataset
Level of theory: ωB97M-V with the def2-TZVPD basis set

Values from the calculation:
SMILES: Cc1nn(-c2nc(I)nn2I)c(I)c1C
Lowest unoccupied orbital energy (hartree): -0.0248
Orbital gap (eV): 7.83

Structure (XYZ):
```
21
Properties=species:S:1:pos:R:3:forces:R:3
I 8.252 1.034 0.085 -0.5 -0.6 -0.2
I 4.289 -3.407 -0.197 0.5 -0.3 -0.1
I 3.206 2.942 0.068 -0.5 0.2 0.2
N 3.051 -0.075 -0.162 -2.5 0.6 1.2
N 5.330 0.642 -0.196 -1.5 1.1 -0.6
N 6.370 -1.347 -0.255 1.2 0.6 -0.6
N 5.091 -1.575 -0.468 -3.6 3.1 0.4
N 2.205 -1.146 -0.048 -0.4 -0.1 -1.0
C 4.387 -0.217 -0.373 2.7 -4.3 0.9
C -0.231 -1.584 0.202 1.4 0.8 1.6
C 6.462 -0.039 -0.202 2.1 -0.5 0.7
C 0.978 -0.665 0.150 0.9 -0.4 -1.0
C 1.021 0.729 0.284 0.6 1.5 0.9
C 2.340 1.072 0.215 1.2 -0.1 -1.8
C -0.101 1.622 0.681 -0.9 0.3 -1.3
H -0.542 2.223 -0.176 0.4 -1.1 0.6
H -1.151 -0.940 0.418 1.2 -1.6 -0.1
H 0.129 2.441 1.377 0.1 -0.9 0.3
H -0.314 -2.180 -0.695 -0.2 0.1 -0.3
H -0.803 0.841 1.013 -0.6 1.3 0.5
H 0.188 -2.254 1.013 -1.7 0.3 -0.5
```
Positions in Å, forces in eV/Å.

---

Entry 3:
Formula: C7H6MnNO6
Source: the OMol25 dataset
Level of theory: ωB97M-V with the def2-TZVPD basis set

Values from the calculation:
2S+1: 5
Lowest unoccupied orbital energy (spin up / spin down) (hartree): -0.3522 / -0.4759
Orbital gap (spin up / spin down) (eV): 6.63 / 5.74
Expectation value of S²: 6.038
Charge: +2

Structure (XYZ):
```
21
Properties=species:S:1:pos:R:3:forces:R:3
Mn 0.000 0.000 0.000 -0.4 -0.3 0.8
O -1.232 2.477 1.150 1.7 -3.5 -1.6
O -1.800 0.277 -2.379 2.3 -0.3 3.0
O 0.977 5.567 -1.015 -0.8 -1.5 0.8
O -1.033 -1.261 1.040 0.4 0.9 0.4
O 2.249 0.278 1.960 -3.0 -0.3 -2.7
O 1.679 -1.924 -1.567 -2.1 2.5 1.9
N -1.648 -2.819 -0.494 -0.1 0.1 0.9
C -2.322 -3.029 1.875 -0.4 -0.7 -0.2
C 1.020 -1.213 -0.952 4.2 -4.7 -3.8
C 0.490 4.654 -0.550 0.9 1.4 -0.8
C -1.133 0.148 -1.454 -4.5 0.8 -5.8
C 1.372 0.148 1.230 5.8 0.6 5.3
C -0.781 1.509 0.729 -3.3 6.6 3.1
C -1.619 -2.307 0.762 -1.8 -3.1 -0.7
H -2.149 -3.699 -0.686 0.4 0.7 0.2
H -3.096 -2.368 2.316 0.5 -0.3 -0.2
H -1.188 -2.368 -1.289 -0.5 -0.5 0.6
H 0.855 1.058 -0.798 0.7 0.8 -0.9
H -2.813 -3.957 1.515 0.3 0.6 0.3
H -1.587 -3.302 2.662 -0.4 0.3 -0.4
```
Positions in Å, forces in eV/Å.

---

Entry 4:
Formula: C7H6MnNO7
Source: the OMol25 dataset
Level of theory: ωB97M-V with the def2-TZVPD basis set

Values from the calculation:
2S+1: 5
Lowest unoccupied orbital energy (spin up / spin down) (hartree): -0.3298 / -0.4330
Orbital gap (spin up / spin down) (eV): 8.75 / 5.93
Expectation value of S²: 6.071
Charge: +2

Structure (XYZ):
```
22
Properties=species:S:1:pos:R:3:forces:R:3
Mn -0.020 -0.091 0.005 1.5 4.0 -1.4
O -0.013 -3.011 0.115 -0.6 5.2 -1.5
O -0.003 2.240 -5.268 0.0 0.0 1.9
O 1.405 -1.333 1.680 -2.0 0.7 -2.0
O -2.988 -0.106 -0.456 5.5 0.7 0.7
O -0.189 0.591 2.929 0.0 0.1 -4.9
O 2.828 0.286 2.500 -1.5 -2.3 -0.9
O 2.961 -0.032 -0.445 -5.5 0.9 0.7
N 1.597 -2.509 3.917 0.1 -0.1 0.4
C -1.841 0.033 -0.320 -9.0 0.0 -1.9
C 1.819 0.103 -0.272 8.5 -0.1 -1.9
C 2.359 -0.852 2.364 2.7 1.7 2.0
C -0.080 -1.866 -0.085 0.2 -11.9 1.2
C 2.841 -2.063 3.170 -0.1 -0.1 -0.3
C -0.019 2.196 -4.133 0.0 0.0 -1.9
C -0.129 0.493 1.775 -0.6 1.3 8.6
H -0.003 -0.268 -1.559 -0.2 0.2 0.0
H 0.825 -2.779 3.278 0.7 0.2 0.3
H 3.047 -2.865 2.441 0.4 0.3 0.6
H 3.653 -1.814 3.855 -0.2 -0.3 0.0
H 1.831 -3.302 4.514 -0.1 -0.2 0.2
H 1.251 -1.750 4.519 0.1 -0.2 0.0
```
Positions in Å, forces in eV/Å.

---

Entry 5:
Formula: C7H6N2
Source: the OMol25 dataset
Level of theory: ωB97M-V with the def2-TZVPD basis set

Values from the calculation:
SMILES: c1cc2[nH]ccc2cn1
Lowest unoccupied orbital energy (hartree): 0.0325
Orbital gap (eV): 9.41

Structure (XYZ):
```
15
Properties=species:S:1:pos:R:3:forces:R:3
N -0.262 1.222 1.124 0.3 0.7 1.5
N 0.827 -1.275 -1.874 0.3 0.1 -0.8
C 1.019 1.026 -1.052 -0.8 -1.9 -0.1
C -1.191 -0.700 1.331 0.7 -3.4 -0.7
C 0.071 -1.623 -0.846 -1.3 -2.3 0.0
C -1.021 0.423 2.003 0.7 0.9 -3.2
C 0.209 0.562 0.029 0.0 0.5 0.0
C -0.312 -0.754 0.134 -0.7 2.3 1.2
C 1.249 0.002 -2.027 0.2 1.6 2.2
H -0.392 -2.685 -0.713 1.3 1.6 -0.9
H 1.430 2.050 -1.127 -0.4 -0.8 0.0
H 1.927 0.339 -2.828 -0.6 -1.0 0.0
H -0.246 2.193 1.241 0.4 1.4 0.1
H -1.765 -1.503 1.743 -0.1 -0.5 -0.1
H -1.542 0.723 2.862 -0.2 0.8 0.9
```
Positions in Å, forces in eV/Å.

---

Entry 6:
Formula: C7H6N2O2S
Source: the OMol25 dataset
Level of theory: ωB97M-V with the def2-TZVPD basis set

Values from the calculation:
Lowest unoccupied orbital energy (hartree): -0.0266
Orbital gap (eV): 8.48

Structure (XYZ):
```
18
Properties=species:S:1:pos:R:3:forces:R:3
S 3.248 -1.314 -0.722 -0.2 0.1 0.1
O -2.246 -1.130 1.397 0.1 0.2 0.4
O -3.216 -1.176 0.356 -0.2 -0.3 -0.2
N 3.077 0.245 -1.040 0.2 0.0 0.0
N 1.812 -1.648 -0.085 0.1 -0.2 0.0
C -0.212 -0.308 0.346 -0.5 -0.2 0.4
C -0.985 -1.493 0.879 -0.1 0.0 -0.8
C 1.846 0.584 -0.641 0.3 0.3 -0.2
C 1.256 1.867 -0.734 -0.5 0.5 0.0
C -0.022 2.033 -0.293 0.2 -0.5 0.0
C 1.123 -0.504 -0.101 -0.3 0.1 0.1
C -0.758 0.937 0.253 0.4 -0.2 -0.1
H -2.843 -0.653 -0.370 0.1 0.2 0.1
H -1.770 1.092 0.592 -0.1 0.1 0.1
H 1.790 2.702 -1.158 0.2 0.0 -0.1
H -0.421 -2.042 1.626 0.0 0.1 0.3
H -0.519 2.986 -0.352 0.1 0.2 -0.1
H -1.161 -2.177 0.046 0.1 -0.3 0.0
```
Positions in Å, forces in eV/Å.

---

Entry 7:
Formula: C7H6NO4S
Source: the OMol25 dataset
Level of theory: ωB97M-V with the def2-TZVPD basis set

Values from the calculation:
Lowest unoccupied orbital energy (hartree): 0.1119
Orbital gap (eV): 7.38
Charge: -1

Structure (XYZ):
```
19
Properties=species:S:1:pos:R:3:forces:R:3
S -0.492 -1.553 -0.033 -0.6 2.9 -0.2
O 0.051 -2.397 1.011 0.5 -2.1 1.6
O 3.138 1.789 -0.001 1.4 0.7 -0.4
O -2.014 2.403 -1.107 -0.3 0.8 -0.4
O 1.891 1.326 1.827 -0.5 0.2 1.6
N -0.431 1.101 0.052 1.3 0.7 -0.7
C 0.929 -0.624 -0.656 2.4 0.0 -1.9
C -0.953 0.125 0.914 2.4 -1.4 0.8
C 0.921 0.892 -0.457 -0.3 0.0 -0.5
C 1.894 -1.341 -1.329 -4.6 -0.5 2.3
C 2.187 1.470 0.670 -1.7 -1.5 -2.2
C -1.616 1.692 -0.232 0.5 -0.5 1.3
C -2.261 0.860 0.962 -0.4 1.2 -1.3
H -2.358 1.427 1.913 -0.6 -0.5 -0.8
H 1.041 1.404 -1.448 0.0 -0.3 1.0
H 1.620 -2.407 -1.409 0.8 0.4 -0.2
H -0.259 0.014 1.800 -1.2 -0.2 -0.4
H 2.710 -0.915 -1.790 1.8 0.8 -0.7
H -3.095 0.464 0.394 -0.8 -0.7 1.2
```
Positions in Å, forces in eV/Å.

---

Entry 8:
Formula: C7H6NO6Os
Source: the OMol25 dataset
Level of theory: ωB97M-V with the def2-TZVPD basis set

Values from the calculation:
2S+1: 5
Lowest unoccupied orbital energy (spin up / spin down) (hartree): -0.5984 / -0.6202
Orbital gap (spin up / spin down) (eV): 5.45 / 6.81
Expectation value of S²: 6.030
Charge: +3

Structure (XYZ):
```
21
Properties=species:S:1:pos:R:3:forces:R:3
Os -0.142 -0.952 -1.543 0.1 -1.2 -0.9
O -0.068 -3.367 -3.605 -0.5 4.0 3.4
O -2.427 1.086 -1.478 3.6 -3.2 -0.1
O 0.493 1.974 2.967 -0.1 -0.9 0.5
O 2.540 0.419 -1.983 -4.6 -2.3 1.1
O -0.026 -2.118 1.272 0.0 2.2 -4.8
O -0.152 4.148 1.763 0.2 -4.0 -1.2
N -1.568 1.038 2.529 1.6 -0.1 -0.6
C 1.511 -0.105 -1.809 7.3 3.3 -2.5
C -0.128 -2.489 -2.853 0.8 -3.9 -3.2
C -0.298 0.177 4.376 0.9 0.2 0.7
C -1.555 0.309 -1.518 -6.6 5.4 -0.6
C -0.092 3.030 1.482 -0.1 4.6 0.3
C -0.419 1.125 3.222 -2.0 -0.6 -0.1
C -0.067 -1.684 0.185 -0.1 -4.2 7.2
H -2.165 0.241 2.716 -0.2 0.2 0.2
H -1.584 1.419 1.578 -0.6 0.1 0.9
H -0.083 1.423 0.261 0.3 0.1 0.0
H -1.223 0.178 4.964 0.1 0.2 -0.1
H 0.543 0.467 5.009 -0.1 -0.2 0.0
H -0.134 -0.841 3.994 0.1 0.2 -0.1
```
Positions in Å, forces in eV/Å.

---

Entry 9:
Formula: C7H6NO6Os
Source: the OMol25 dataset
Level of theory: ωB97M-V with the def2-TZVPD basis set

Values from the calculation:
2S+1: 5
Lowest unoccupied orbital energy (spin up / spin down) (hartree): -0.5708 / -0.6633
Orbital gap (spin up / spin down) (eV): 6.70 / 4.93
Expectation value of S²: 6.033
Charge: +3

Structure (XYZ):
```
21
Properties=species:S:1:pos:R:3:forces:R:3
Os 0.296 -0.236 -2.273 -0.3 -0.5 -5.8
O -0.019 -4.083 -4.943 0.9 2.3 2.1
O 0.575 4.291 1.123 -3.1 -2.7 0.0
O 0.343 -2.417 -0.213 -0.2 4.3 -3.8
O 3.324 -0.637 -2.731 -5.5 1.0 0.6
O 0.710 1.969 2.295 -0.6 -0.8 0.4
O -2.785 0.023 -2.413 5.6 -0.6 -0.1
N -1.078 0.853 1.409 1.1 0.3 -0.3
C -0.202 3.441 1.165 3.6 3.7 -0.1
C -1.625 -0.087 -2.414 -9.2 1.2 -0.2
C -0.069 0.969 2.297 -1.6 -0.6 -0.9
C 0.300 -1.584 -1.041 0.1 -9.5 7.6
C 0.256 -3.250 -4.215 -0.9 -1.8 -1.9
C 0.052 -0.152 3.284 0.9 0.1 0.6
C 2.189 -0.429 -2.582 9.3 -1.1 -1.3
H 0.190 -1.113 2.768 -0.1 0.3 0.1
H -1.295 1.644 0.802 -0.1 -0.2 0.4
H -0.857 -0.197 3.902 0.1 0.2 -0.2
H 0.390 0.973 -1.491 0.4 4.5 2.1
H 0.909 0.028 3.937 -0.1 -0.1 0.0
H -1.605 -0.006 1.332 -0.2 0.2 0.6
```
Positions in Å, forces in eV/Å.

---

Entry 10:
Formula: C7H6NO7Ti
Source: the OMol25 dataset
Level of theory: ωB97M-V with the def2-TZVPD basis set

Values from the calculation:
Lowest unoccupied orbital energy (spin up / spin down) (hartree): -0.5690 / -0.5688
Orbital gap (spin up / spin down) (eV): 5.54 / 5.55
Charge: +3

Structure (XYZ):
```
22
Properties=species:S:1:pos:R:3:forces:R:3
Ti -0.768 -0.332 -0.586 4.4 1.0 0.0
O 0.854 0.951 0.140 -1.5 -0.9 -0.7
O -3.307 -0.826 -2.726 2.7 -0.3 2.4
O 0.944 -1.996 -3.135 -2.2 1.9 3.5
O 0.328 -0.969 1.094 -0.4 0.8 -0.6
O -3.181 1.047 1.038 4.2 -2.6 -2.9
O -1.213 1.913 -2.940 0.9 -3.8 4.0
O -2.988 -3.219 -0.931 2.0 2.2 0.8
N 2.631 1.735 1.711 0.2 0.2 0.3
C -1.029 1.122 -2.112 -1.0 4.5 -4.6
C 2.068 0.392 2.088 0.6 0.5 0.1
C -2.325 0.531 0.446 -6.0 3.4 3.8
C -2.326 -2.219 -0.905 -1.2 -1.9 -0.7
C 1.037 0.096 1.069 -0.6 -0.7 -0.2
C -2.518 -1.040 -1.862 -3.0 0.3 -1.5
C 0.374 -1.514 -2.265 2.3 -2.1 -3.7
H 1.636 0.446 3.090 0.0 -0.1 0.0
H -1.390 -1.978 -0.152 -1.6 -2.3 -0.3
H 3.376 2.030 2.355 0.0 0.0 0.1
H 2.870 -0.350 2.084 -0.1 -0.1 0.0
H 3.032 1.719 0.763 -0.1 0.1 0.2
H 1.896 2.461 1.737 0.4 -0.1 -0.1
```
Positions in Å, forces in eV/Å.

---

Entry 11:
Formula: C7H6NS
Source: the OMol25 dataset
Level of theory: ωB97M-V with the def2-TZVPD basis set

Values from the calculation:
Lowest unoccupied orbital energy (hartree): -0.2471
Orbital gap (eV): 8.03
Charge: +1

Structure (XYZ):
```
15
Properties=species:S:1:pos:R:3:forces:R:3
S -2.763 3.451 0.954 1.5 -1.5 -1.3
N 0.773 0.352 1.742 -0.4 2.3 -2.1
C -1.812 2.491 0.186 -1.3 1.5 1.5
C -0.242 -0.381 -0.940 2.7 -1.1 0.5
C 0.782 0.628 -0.737 -0.5 0.3 1.6
C 1.113 -0.860 -0.381 -1.8 -0.5 1.2
C 1.152 -0.975 1.201 1.2 -3.3 -0.1
C 0.729 0.981 0.703 0.2 -2.2 1.8
C -1.474 -0.664 -1.226 -2.3 -0.3 0.7
H 1.337 1.187 -1.424 0.4 0.9 -1.0
H 2.169 -1.296 1.571 -0.6 1.3 -0.5
H 0.598 -1.883 1.625 -0.3 1.8 -0.6
H -1.978 -1.648 -1.178 1.0 0.4 -0.2
H 1.825 -1.520 -0.847 0.1 0.3 -0.7
H -2.210 0.136 -1.249 0.3 0.2 -0.7
```
Positions in Å, forces in eV/Å.

---

Entry 12:
Formula: C7H6O
Source: the OMol25 dataset
Level of theory: ωB97M-V with the def2-TZVPD basis set

Values from the calculation:
Lowest unoccupied orbital energy (spin up / spin down) (hartree): -0.0342 / -0.0563
Orbital gap (spin up / spin down) (eV): 7.59 / 6.98

Structure (XYZ):
```
14
Properties=species:S:1:pos:R:3:forces:R:3
O 3.120 -0.379 -0.070 1.2 1.0 -0.4
C 0.879 -1.444 -0.094 -0.7 -1.0 -2.8
C -0.165 -0.413 0.470 0.6 -1.5 2.6
C -1.476 0.038 -0.069 -1.8 0.8 1.9
C 1.936 -0.263 -0.095 -0.6 -3.1 0.7
C 0.281 1.855 -0.096 1.8 0.1 0.2
C -0.917 2.147 -0.213 -1.6 -0.8 -0.6
C 0.871 0.630 0.182 -0.9 1.9 0.6
H 0.611 -1.668 -1.231 0.6 0.2 2.3
H -2.364 0.155 0.650 1.5 -0.3 -1.0
H -1.800 -0.178 -1.054 0.0 -0.3 -1.0
H 1.095 -2.413 0.472 -0.3 1.5 -0.8
H -1.806 2.669 -0.453 -0.1 0.6 0.1
H -0.265 -0.737 1.600 0.1 1.1 -1.9
```
Positions in Å, forces in eV/Å.

---

Entry 13:
Formula: C7H6O
Source: the OMol25 dataset
Level of theory: ωB97M-V with the def2-TZVPD basis set

Values from the calculation:
Lowest unoccupied orbital energy (hartree): -0.0184
Orbital gap (eV): 8.48

Structure (XYZ):
```
14
Properties=species:S:1:pos:R:3:forces:R:3
O -1.079 0.923 -2.024 0.6 -2.1 3.5
C -1.082 1.258 0.387 1.4 -0.7 1.9
C 0.277 -0.638 -0.453 -0.7 -1.0 -3.7
C -0.403 0.832 1.520 0.0 -0.5 -4.3
C 0.743 -1.729 -1.327 0.7 2.9 6.9
C 1.505 -0.743 1.794 -0.4 -2.6 -5.9
C 0.617 -0.164 0.951 -0.2 -1.7 2.9
C -0.795 0.486 -0.877 1.3 1.5 -2.0
H 1.548 -0.626 2.795 0.3 0.7 3.0
H -1.483 2.233 0.390 -1.5 0.6 -0.4
H 0.233 -2.054 -2.280 1.1 0.4 1.3
H 1.697 -2.263 -0.523 -3.0 0.9 -3.6
H -0.534 1.180 2.565 0.6 -0.2 -1.0
H 1.998 -1.665 1.281 -0.2 1.8 1.5
```
Positions in Å, forces in eV/Å.